No. 1
Density functional theory data (wB97M-V/def2-TZVPD) for a molecular structure, C44H39AlCl4N2O5PSb at a distorted geometry.

```
! wB97M-V def2-TZVPD RIJCOSX def2/J DEFGRID3
* xyz 2 1
Sb -1.62 1.45 -2.13
Cl -2.35 -2.88 -3.44
Cl -3.00 -5.50 -5.44
Cl -1.41 -4.52 -6.09
Cl 2.52 -0.60 -0.75
P -0.74 -1.58 1.65
Al 0.13 0.14 -0.16
O 3.82 -0.09 -0.76
O 1.65 0.06 -1.74
O 1.82 -0.13 0.54
O -1.36 2.78 2.82
O 2.42 -2.00 -0.81
N -0.30 -1.50 -1.04
N -0.39 1.58 1.22
C -1.97 5.56 -4.81
C -1.43 -0.84 3.15
C 1.76 -2.18 2.69
C -1.69 -3.58 -0.01
C 0.53 -2.71 2.31
C -5.78 2.12 0.39
C -0.91 3.80 1.91
C -2.36 0.16 5.56
C 1.64 3.18 -0.88
C -2.79 -4.27 -0.64
C -3.38 -1.94 -3.29
C -1.88 -1.70 4.14
C 0.26 -4.06 2.54
C -4.42 2.60 -1.54
C -5.60 2.77 -0.83
C -3.69 -0.66 -3.06
C 1.24 -4.88 3.09
C -3.42 1.77 -1.04
C -1.71 3.23 -3.33
C -3.38 -2.30 1.22
C 2.16 3.06 1.60
C -1.01 1.59 2.38
C 2.73 -3.00 3.23
C -0.79 -2.60 -1.26
C -3.62 1.11 0.17
C -2.47 0.03 -3.49
C -2.05 3.16 -4.67
C -0.25 3.02 0.78
C 2.48 -4.35 3.41
C -4.09 -3.87 -0.46
C -4.79 1.29 0.89
C -1.59 -0.31 -4.62
C -2.17 4.33 -5.41
C -1.43 0.54 3.35
C -1.30 -2.94 -2.52
C -1.37 -1.50 -5.42
C -4.38 -2.89 0.48
C -1.80 -2.62 -4.75
C -2.35 -1.21 5.35
C -1.52 4.46 -2.72
C -2.05 -2.62 1.02
C -1.91 1.02 4.58
C 1.18 3.54 0.53
C -1.65 5.63 -3.46
H -2.57 -5.05 -1.35
H -1.51 6.59 -2.97
H -0.71 -4.48 2.32
H -2.43 4.28 -6.46
H -2.91 -3.68 -2.65
H -1.28 4.53 -1.66
H -2.70 -1.89 6.11
H -2.73 0.56 6.50
H 1.10 4.63 0.59
H 3.14 3.51 1.42
H 1.03 3.68 -1.63
H -6.38 3.41 -1.22
H 3.69 -2.58 3.51
H -0.86 -4.25 0.22
H -4.88 -4.34 -1.03
H 1.84 3.35 2.60
H 1.57 2.11 -1.04
H 2.68 3.47 -1.03
H 2.28 1.98 1.57
H -0.21 4.44 2.44
H 1.95 -1.12 2.56
H -2.06 6.47 -5.38
H -3.64 -1.56 1.98
H 3.25 -4.99 3.83
H -1.92 2.08 4.78
H -1.02 0.56 -4.94
H -6.70 2.27 0.95
H -1.87 -2.77 3.97
H -2.75 -3.92 -3.98
H 1.03 -5.92 3.26
H -4.45 -0.26 -2.41
H -4.28 3.12 -2.48
H -0.81 -1.48 -6.34
H -2.24 2.21 -5.16
H -2.84 0.44 0.54
H -4.93 0.78 1.83
H -0.82 3.13 -0.14
H -5.41 -2.60 0.65
H -1.77 4.39 1.61
*
```

Results
energy relative to the best compared isomer or geometry (same formula, charge and spin): 6.840 eV
LUMO level (alpha / beta): -6.8 / -6.8 eV

Atom charges from the Mulliken analysis, given in e for atoms 1 to 4: number 1, Sb, carries 1.28; number 2, Cl, carries 0.01; number 3, Cl, carries -0.03; number 4, Cl, carries 0.01

=====

No. 2
Density functional theory data (wB97M-V/def2-TZVPD) for a molecular structure, C23H27BrDyF4IN4O at a distorted geometry.

```
! wB97M-V def2-TZVPD RIJCOSX def2/J DEFGRID3
* xyz 2 6
Dy -0.06 0.49 -0.10
I -0.06 0.12 2.88
Br 0.71 -0.03 6.22
F -2.89 5.18 -3.95
F -4.72 1.57 -1.55
F -2.25 0.94 -0.54
F -0.44 4.58 -3.09
O -1.57 -6.50 -0.50
N 0.03 -4.22 -0.74
N -0.02 -1.78 -0.55
N 2.16 0.77 -0.90
N -0.09 2.36 -1.21
C 2.33 2.25 -0.98
C -2.21 2.05 4.07
C -2.49 2.60 6.40
C -1.26 2.75 -1.78
C -1.69 -5.69 -1.64
C -0.38 -4.95 -1.94
C -3.69 2.33 -1.93
C -0.03 -2.95 -0.65
C -2.75 4.13 -3.15
C -1.42 1.79 6.73
C -2.43 2.05 -1.45
C 3.59 0.13 -2.95
C 2.24 0.13 -2.25
C 4.51 0.66 0.19
C 0.11 -5.06 0.45
C 1.17 2.92 -1.72
C -0.74 1.09 5.75
C -1.15 1.24 4.43
C -3.87 3.39 -2.81
C 3.06 0.16 0.12
C -1.25 -5.75 0.64
C -1.48 3.82 -2.69
C -2.89 2.73 5.08
H 3.27 2.52 -1.47
H -4.84 3.63 -3.20
H 1.92 -0.92 -2.13
H 3.44 -0.19 -3.98
H 0.41 -5.68 -2.16
H 1.24 2.76 -2.80
H 4.28 -0.57 -2.49
H -2.02 -4.99 0.84
H 3.07 -0.92 -0.05
H -2.51 -4.96 -1.51
H 5.07 0.47 -0.72
H -3.72 3.36 4.81
H -2.53 2.15 3.05
H -0.49 -4.27 -2.78
H -1.11 1.68 7.76
H 2.62 0.35 1.11
H 4.56 1.72 0.41
H -1.94 -6.36 -2.47
H -3.02 3.13 7.18
H 0.38 -4.46 1.32
H 1.22 4.00 -1.54
H -1.20 -6.45 1.48
H 4.05 1.11 -2.98
H 2.36 2.63 0.06
H 1.51 0.64 -2.89
H 5.00 0.13 1.00
H 0.88 -5.82 0.27
*
```

Results
⟨S²⟩: 9.343
LUMO level (alpha / beta): -6.5 / -6.4 eV

Atom charges from the Mulliken analysis, given in e for atoms 1 to 4: number 1, Dy, carries 0.71; number 2, I, carries 0.50; number 3, Br, carries -0.16; number 4, F, carries -0.27

=====

No. 3
Density functional theory data (wB97M-V/def2-TZVPD) for C8H14N2S in the gas phase at a distorted geometry.

```
! wB97M-V def2-TZVPD RIJCOSX def2/J DEFGRID3
* xyz 0 1
S 3.58 0.89 0.06
N -0.09 -2.10 0.03
N 0.10 -0.81 -0.47
C -0.97 1.69 -0.99
C -2.43 -0.33 -0.41
C 3.65 -0.87 0.03
C -1.25 0.83 1.35
C 2.40 -1.33 -0.19
C -1.12 0.44 -0.17
C 1.36 -0.37 -0.13
C 1.86 0.91 0.13
H -0.46 1.43 -1.86
H 4.67 -1.18 0.12
H -1.07 -2.33 -0.01
H 1.28 1.82 0.32
H -0.49 2.42 -0.49
H -2.71 -0.18 -1.43
H -0.39 1.48 1.55
H 0.32 -2.22 0.93
H -2.46 -1.33 -0.33
H -3.13 0.12 0.25
H -1.86 2.14 -1.34
H -1.02 -0.09 2.00
H 2.39 -2.41 -0.34
H -2.15 1.37 1.39
*
```

Results
energy relative to the best compared isomer or geometry (same formula, charge and spin): 4.128 eV
LUMO level: 0.8 eV
structure (SMILES): CC(C)(C)N(N)c1ccsc1

Atom charges from the Mulliken analysis, given in e for atoms 1 to 4: number 1, S, carries -0.15; number 2, N, carries -0.68; number 3, N, carries 0.15; number 4, C, carries -2.18

=====

No. 4
Density functional theory data (wB97M-V/def2-TZVPD) for 2 unconnected molecules or ions with the total composition C3H6O2 at a distorted geometry.

```
! wB97M-V def2-TZVPD RIJCOSX def2/J DEFGRID3
* xyz 0 1
O -1.48 -0.20 -1.19
O 2.70 0.42 -0.01
C 0.56 -0.53 0.43
C 1.49 0.53 0.07
C -0.72 -0.24 0.77
H 0.94 -1.54 0.54
H 1.00 1.51 -0.14
H -1.46 0.76 -1.29
H -1.42 -1.01 1.06
H -1.08 0.77 0.93
H -0.53 -0.47 -1.18
*
```

Results
energy relative to the best compared isomer or geometry (same formula, charge and spin): 2.586 eV
LUMO level: 0.4 eV
structure (SMILES): C=CC=O.O

Atom charges from the Mulliken analysis, given in e for atoms 1 to 4: number 1, O, carries -0.66; number 2, O, carries -0.50; number 3, C, carries -0.44; number 4, C, carries 0.16

=====

No. 5
Density functional theory data (wB97M-V/def2-TZVPD) for C4H9NO in the gas phase at a distorted geometry.

```
! wB97M-V def2-TZVPD RIJCOSX def2/J DEFGRID3
* xyz 0 1
O -0.05 1.02 -1.91
N -0.09 -1.76 -1.86
C -0.09 0.48 -0.81
C 0.10 -0.99 -0.56
C -0.27 1.33 0.51
C -0.01 0.67 1.84
H -0.74 -0.12 2.05
H -0.65 -1.38 0.14
H 0.40 2.19 0.40
H 0.99 0.22 1.88
H 0.04 -1.13 -2.65
H -0.08 1.40 2.65
H 1.11 -1.17 -0.20
H 0.63 -2.47 -1.95
H -1.30 1.71 0.48
*
```

Results
energy relative to the best compared isomer or geometry (same formula, charge and spin): 1.150 eV
LUMO level: 0.9 eV
structure (SMILES): CCC(=O)CN

Atom charges from the Mulliken analysis, given in e for atoms 1 to 4: number 1, O, carries -0.60; number 2, N, carries -0.67; number 3, C, carries 0.53; number 4, C, carries -0.33

=====

No. 6
Density functional theory data (wB97M-V/def2-TZVPD) for 7 unconnected molecules or ions with the total composition C57H86F4I2N6O4 at a distorted geometry.

```
! wB97M-V def2-TZVPD RIJCOSX def2/J DEFGRID3
* xyz 0 1
I -0.88 -1.41 -1.28
I 2.58 -1.18 0.81
F -6.21 2.92 0.50
F -4.96 0.24 2.71
F -3.77 2.26 3.15
F -5.31 0.72 0.27
O -4.48 5.38 -7.14
O 2.19 2.91 -0.59
O -1.28 7.04 0.00
O -4.35 7.76 -6.34
N 3.98 -6.55 5.10
N -2.53 1.19 -5.21
N 5.02 -10.09 2.88
N 10.61 -7.14 2.58
N 2.76 -2.56 9.48
N 4.59 -1.05 4.16
C -5.09 2.06 0.94
C -3.32 5.60 -8.04
C 3.72 -1.79 9.23
C 0.61 -0.25 1.18
C 0.91 0.41 -5.94
C -0.90 1.62 -0.19
C -1.55 4.41 -0.30
C -3.13 4.10 0.18
C -7.61 1.09 -3.18
C 7.33 -5.53 4.30
C -4.80 5.70 -1.17
C 0.11 0.33 -0.31
C 10.05 -7.33 1.47
C 1.09 3.56 -1.01
C 8.26 -9.69 0.97
C -3.60 2.56 0.45
C -6.70 6.75 -6.58
C 3.68 -1.92 4.21
C 0.43 6.98 -4.46
C 9.37 -7.56 0.13
C -0.45 3.16 -0.49
C 3.44 1.20 9.33
C 5.01 -10.76 3.95
C 5.03 -6.49 4.41
C -6.34 1.99 -3.78
C -1.02 6.28 -6.65
C 6.85 -4.10 4.50
C -5.04 6.66 -6.67
C -4.72 4.43 -2.21
C 0.14 5.99 -1.90
C -6.81 3.56 -3.80
C -4.19 5.35 0.35
C 4.89 -0.86 8.91
C 3.40 -9.94 6.34
C 3.66 -11.39 5.95
C -5.59 4.65 -3.60
C 0.84 0.95 2.29
C 2.07 -3.09 5.71
C -0.98 5.91 -0.65
C 2.57 -2.96 4.27
C -0.21 1.10 -6.74
C -8.72 0.72 -4.35
C -5.05 1.74 2.55
C 8.06 -8.32 0.33
C 4.72 0.45 9.69
C 5.00 -11.58 5.23
C -0.48 5.80 -5.16
C 6.31 -6.42 3.59
C -2.46 1.35 0.26
C 0.07 7.29 -2.89
C 1.25 1.15 -4.65
C -9.77 1.97 -4.45
C -11.26 1.58 -5.03
C -1.99 5.05 -7.22
C 3.16 -3.54 6.68
C 1.14 4.86 -2.05
C -1.48 1.15 -5.90
H -4.85 4.59 -4.52
H 5.83 -11.25 5.87
H 10.04 -8.13 -0.53
H -5.09 3.43 -1.74
H 5.82 -1.35 9.20
H 5.15 -12.63 4.99
H 3.65 -12.00 6.86
H -3.44 4.88 -8.98
H 3.41 1.43 8.25
H 2.76 -3.66 7.68
H -3.21 6.69 -8.45
H 1.56 2.18 -4.86
H -0.14 1.58 2.51
H 2.84 -11.74 5.31
H -0.17 6.42 -7.44
H -1.64 7.27 -6.64
H 4.19 -9.55 6.99
H -7.25 3.76 -4.89
H -3.60 4.23 -2.57
H 3.33 -9.29 5.46
H 0.40 1.17 -3.96
H 1.11 0.41 3.31
H 0.61 -0.62 -5.70
H 3.38 2.14 9.88
H 8.26 -5.51 3.71
H -9.27 2.82 -5.13
H -9.86 2.47 -3.37
H -5.89 6.15 -1.04
H -6.07 5.73 -3.53
H 1.80 0.35 -6.57
H 7.38 -7.73 0.96
H 7.56 -8.45 -0.64
H -11.18 1.53 -6.20
H -1.36 4.28 -7.85
H -0.20 -1.02 1.59
H 7.58 -5.97 5.28
H -6.97 6.55 -5.46
H 7.30 -10.21 1.08
H -11.60 0.58 -4.52
H -8.10 0.65 -5.37
H 7.62 -3.50 4.99
H 4.72 0.25 10.77
H -6.08 1.56 -4.85
H 9.17 -6.59 -0.35
H 2.45 -9.85 6.88
H -6.00 2.10 3.13
H -0.41 0.54 -7.66
H -7.23 5.96 -7.26
H -2.78 0.24 0.49
H 1.75 -2.65 3.62
H 4.92 -0.67 7.84
H -11.99 2.48 -4.75
H 0.20 4.83 -5.27
H -3.70 6.36 0.73
H 1.25 -3.82 5.74
H -2.38 4.49 -6.27
H 6.71 -7.43 3.45
H -1.03 7.74 -2.86
H -5.06 5.11 1.13
H 0.84 8.08 -2.49
H -8.14 1.62 -2.28
H 2.07 0.64 -4.13
H 1.60 6.79 -4.57
H 1.97 4.87 -2.91
H 8.69 -9.61 1.98
H 2.55 0.61 9.58
H -7.73 3.74 -3.06
H 0.20 7.98 -5.07
H 1.77 1.65 2.04
H 1.66 -2.14 6.06
H -7.01 7.85 -6.85
H -4.14 6.58 -1.61
H -5.42 1.75 -3.09
H 3.98 -2.81 6.73
H -9.22 -0.33 -4.13
H 3.59 -4.51 6.37
H -7.20 0.06 -2.78
H -1.45 5.56 -4.53
H 5.58 1.10 9.48
H 8.92 -10.31 0.37
H 6.60 -3.63 3.54
H 5.96 -4.06 5.14
H 0.08 2.12 -7.01
H 2.95 -3.91 3.90
H 6.07 -6.01 2.60
H 1.10 0.54 -0.92
*
```

Results
LUMO level: -1.8 eV
structure (SMILES): CCCCCCCCCCc1c(C(F)(F)C(F)F)cc([C@H](I)[C@H](C)I)c2c1C(=O)C(CCCCCCOC(C)=O)=CC2=O.CCCC#N.CCCC#N.CCCC#N.CCCC#N.CCCC#N.CCCC#N

Atom charges from the Mulliken analysis, given in e for atoms 1 to 4: number 1, I, carries 0.09; number 2, I, carries 0.03; number 3, F, carries -0.28; number 4, F, carries -0.26

=====

No. 7
Density functional theory data (wB97M-V/def2-TZVPD) for a molecular structure, C36H49N5P2SiZn at a distorted geometry.

```
! wB97M-V def2-TZVPD RIJCOSX def2/J DEFGRID3
* xyz 0 1
Zn 0.67 -2.08 4.22
P -2.30 2.70 -3.02
P -3.00 -0.13 -4.09
Si 3.62 -2.83 5.10
N -0.59 2.95 -3.37
N 2.43 -1.55 4.96
N -2.16 -1.45 -4.84
N -2.67 4.43 -2.86
N -4.64 -0.59 -4.79
C -1.22 -2.20 -4.11
C 3.36 -3.74 6.71
C 2.91 0.74 7.86
C 1.43 3.34 -4.32
C -5.72 -0.94 -3.96
C -1.17 -2.89 -6.28
C -2.56 1.15 -5.39
C 1.64 2.66 -3.09
C 0.93 1.35 6.58
C -2.14 -1.89 -6.17
C 1.17 0.31 5.70
C -2.81 2.56 -4.81
C 0.06 3.49 -4.48
C 1.66 -2.25 0.97
C -0.58 -3.07 -4.98
C -6.84 -1.14 -4.75
C -3.97 6.16 -2.20
C 1.80 1.57 7.67
C -0.74 -3.32 4.53
C -6.47 -0.90 -6.11
C 2.81 -1.46 0.43
C 3.18 -0.31 6.98
C 5.33 -2.09 5.04
C -5.11 -0.57 -6.10
C 3.49 -4.04 3.72
C -0.14 -0.50 0.60
C 3.54 -0.43 1.38
C -3.01 6.65 -3.15
C 0.76 0.78 0.63
C -2.22 5.57 -3.54
C 2.31 -0.53 5.87
C 1.56 1.11 1.85
C -3.74 4.80 -2.04
C 2.77 0.61 2.13
C 0.39 2.43 -2.52
C 0.41 -1.79 1.12
H 0.11 1.93 -1.61
H -0.91 -3.41 -7.19
H -2.26 3.31 -5.40
H 3.28 0.95 3.04
H 5.48 -1.36 5.85
H -2.79 -1.45 -6.91
H 0.22 -3.75 -4.73
H -0.50 3.93 -5.31
H 2.60 2.38 -2.67
H 4.12 -4.54 6.76
H -1.08 -2.00 -3.06
H 2.52 -4.55 3.64
H 3.72 -3.60 2.74
H -1.09 -0.29 1.12
H 3.50 -3.05 7.55
H -2.90 7.67 -3.48
H 2.18 3.69 -5.03
H -4.73 6.74 -1.70
H 5.50 -1.59 4.08
H 0.47 0.11 4.87
H -0.63 -4.18 3.85
H 0.10 1.64 0.39
H -7.83 -1.43 -4.41
H -4.47 -0.31 -6.93
H 1.60 2.38 8.37
H 2.36 -4.18 6.77
H -3.89 2.82 -4.85
H -3.20 1.01 -6.27
H 2.55 -0.95 -0.50
H 3.58 0.91 8.71
H 4.32 0.04 0.74
H 3.60 -2.19 0.19
H 4.01 -1.00 7.16
H -1.40 5.53 -4.24
H -1.74 -2.88 4.47
H 4.26 -4.79 3.96
H -0.37 -2.47 1.49
H -7.09 -0.97 -6.99
H 0.06 1.98 6.41
H 1.12 1.82 2.57
H -5.58 -1.01 -2.89
H 4.10 -0.97 2.15
H -1.50 1.04 -5.71
H -0.55 -3.64 5.56
H -0.43 -0.62 -0.46
H -4.24 4.05 -1.44
H 1.88 -3.27 1.31
H 1.45 0.68 -0.22
H 6.05 -2.92 5.16
*
```

Results
energy relative to the best compared isomer or geometry (same formula, charge and spin): 0.225 eV
LUMO level: 0.2 eV

Atom charges from the Mulliken analysis, given in e for atoms 1 to 4: number 1, Zn, carries 0.49; number 2, P, carries -0.19; number 3, P, carries -0.09; number 4, Si, carries 0.07